Entry P
The following is a DFT calculation (the ωB97M-V functional and the def2-TZVPD basis) of C6H11NO as an isolated structure.

Summary:
HOMO-LUMO gap = 9.56 eV

The geometry in ORCA input format:
```
! wB97M-V def2-TZVPD RIJCOSX def2/J DEFGRID3
* xyz 0 1
O 0.96239 -0.30428 2.31434
N -0.03545 -0.85122 -1.17042
C 0.15235 0.42120 -1.65828
C -0.77859 1.36543 -0.81727
C -1.65933 2.22167 -1.53795
C 0.18867 -1.17578 0.28977
C -0.36608 -0.64324 1.56238
C 1.59785 -0.85692 1.01503
H 1.16863 0.59051 -1.01410
H -2.08068 2.04972 -2.46964
H 2.19043 -1.82249 1.30436
H -0.40967 1.47838 0.21106
H 2.12597 -0.12644 0.29260
H -2.56376 2.77167 -0.94785
H -1.06536 0.25367 1.29295
H -0.80626 -1.36798 -1.33315
H -1.10073 -1.53888 2.06946
H 0.07022 -2.31003 -0.04329
H 0.21097 0.42053 -2.80629
*
```

***

Entry Q
The following is a DFT calculation (the ωB97M-V functional and the def2-TZVPD basis) of C6H11NO as an isolated structure.

Summary:
HOMO-LUMO gap = 7.17 eV

The geometry in ORCA input format:
```
! wB97M-V def2-TZVPD RIJCOSX def2/J DEFGRID3
* xyz 0 1
O -0.65042 -2.36070 -0.56337
N 1.64748 0.63373 -0.23943
C 0.09755 0.30410 1.71556
C 1.10849 1.42792 0.89461
C 0.75410 -0.52992 -0.14888
C -1.15012 -0.48553 -1.79238
C -0.41693 -0.03411 0.34290
C -0.46861 -1.07203 -0.62552
H -0.76993 0.62175 2.48716
H 0.40492 2.48221 0.60568
H -2.07143 -1.04530 -1.79118
H -1.06915 0.81447 -0.07265
H 1.44119 -0.99142 0.53672
H 1.60720 1.26790 -1.26033
H -1.09099 0.54222 -1.95555
H -1.31826 -1.92194 0.88403
H 2.06221 1.91858 1.81635
H 0.63206 -0.63586 1.90936
H -0.74935 -0.93606 -2.74309
*
```

***

Relative to the most stable structure, the computed energies are entry P 0.0000; entry Q 0.2118, all in hartree.

***

Entry P
The following is a DFT calculation (the ωB97M-V functional and the def2-TZVPD basis) of one molecule with the formula C2H6O3.

Summary:
HOMO-LUMO gap = 10.58 eV
structure (SMILES) = OCC(O)O

The geometry in ORCA input format:
```
! wB97M-V def2-TZVPD RIJCOSX def2/J DEFGRID3
* xyz 0 1
O 1.33558 -0.95397 -0.45865
O 1.30066 0.88526 0.78757
O -1.87071 -0.82344 -0.31695
C 0.60878 0.24815 -0.27090
C -1.02630 0.11293 0.30868
H 1.30606 -1.45686 0.31371
H -0.98050 -0.14874 1.39061
H -2.16886 -0.62233 -1.18209
H -1.42967 1.12478 0.00656
H 2.24833 0.84913 0.69964
H 0.67664 0.78509 -1.27818
*
```

***

Entry Q
The following is a DFT calculation (the ωB97M-V functional and the def2-TZVPD basis) of a 2-piece molecular cluster, C2H6O3 overall.

Summary:
HOMO-LUMO gap = 11.02 eV
structure (SMILES) = O=CO.CO

The geometry in ORCA input format:
```
! wB97M-V def2-TZVPD RIJCOSX def2/J DEFGRID3
* xyz 0 1
O -0.50345 0.98940 0.81832
O 0.90201 1.94692 2.20901
O -0.91528 -2.41732 -1.89362
C -0.03992 -1.30852 -1.84397
C 0.75584 1.21534 1.29403
H 1.04682 -1.67162 -2.04267
H -0.21075 -0.47451 -2.48949
H -1.13697 1.07584 1.57417
H -0.03012 -0.88334 -0.80319
H -1.41571 -2.30054 -2.77250
H 1.58505 0.66121 0.76361
*
```

***

Relative to the most stable structure, the computed energies are entry P 0.0155; entry Q 0.0000, all in hartree.